Entry 1:
The following is a DFT calculation (the ωB97M-V functional and the def2-TZVPD basis) of a cluster of 2 separate species, C4H8N2OS in total in a non-equilibrium geometry.

Energy above the lowest of the compared OMol25 structures with the same formula, charge and spin ... 80.7 kcal per mole
SMILES ... CC(=S)NO.C=C=N
DFT total energy ... -740.03336 a.u.
HOMO-LUMO gap ... 9.020 eV

XYZ file:
```
16
C4H8N2OS the ωB97M-V functional and the def2-TZVPD basis
C -0.322 -0.428 2.178
C 0.171 0.545 2.927
C 0.459 0.279 -1.613
C 0.570 -1.162 -2.014
N -0.776 -1.306 1.415
N -0.604 0.648 -0.941
O -0.849 1.986 -0.580
S 1.517 1.470 -2.156
H 1.168 0.548 3.241
H -0.468 1.237 3.421
H 1.654 -1.337 -2.097
H 0.181 -1.321 -3.027
H -0.017 -1.840 -1.371
H -1.356 -2.068 1.871
H -1.255 0.178 -0.305
H -0.074 2.573 -0.948
```

natural (NBO) population analysis, charges in e, atoms 1 to 4:
1 C 0.443
2 C -0.621
3 C 0.116
4 C -0.677

=====

Entry 2:
The following is a DFT calculation (the ωB97M-V functional and the def2-TZVPD basis) of a cluster of 2 separate species, C7H14N2 in total in a non-equilibrium geometry.

Energy above the lowest of the compared OMol25 structures with the same formula, charge and spin ... 16.4 kcal per mole
SMILES ... Cc1c[nH]cn1.CCC
DFT total energy ... -384.60582 a.u.
HOMO-LUMO gap ... 9.325 eV

XYZ file:
```
23
C7H14N2 the ωB97M-V functional and the def2-TZVPD basis
C -1.838 -0.955 -2.781
C -1.693 0.906 0.310
C -1.441 -0.419 -1.396
C -0.609 -0.927 -0.401
N -2.017 0.716 -0.970
N -0.853 -0.109 0.681
H -1.933 1.817 0.831
H -0.580 -0.265 1.639
H -0.109 -1.870 -0.326
H -1.001 -0.728 -3.464
H -2.700 -0.385 -3.059
H -2.030 -2.006 -2.557
C 2.360 -0.033 0.894
C 2.537 -0.604 2.281
C 2.275 1.501 0.791
H 3.182 -0.362 0.215
H 1.511 -0.539 0.370
H 2.248 -1.665 2.418
H 1.937 1.800 -0.206
H 1.618 1.833 1.601
H 3.301 1.875 0.931
H 3.599 -0.485 2.651
H 1.928 -0.023 2.974
```

natural (NBO) population analysis, charges in e, atoms 1 to 4:
1 C -0.639
2 C 0.144
3 C 0.125
4 C -0.152